[1]
Molecular formula: C24H44NO27S3
Method: DFT, ωB97M-V/def2-TZVPD

```
99
Properties=species:S:1:pos:R:3:forces:R:3:mulliken_charge:R:1
N 24.87800 15.52100 10.40800 -5.39 -2.07 -2.27 0.641
O 23.87300 16.27200 10.73800 1.78 0.03 -1.17 -0.553
O 24.85300 14.90100 9.24500 0.68 2.20 1.92 -0.483
O 25.56200 15.09400 11.29100 2.81 -0.28 1.70 -0.536
O 25.31900 19.28500 14.63400 -0.66 -3.54 1.73 -0.638
S 24.66100 18.13200 15.34100 -1.69 5.69 -3.46 1.214
O 24.66300 18.07700 16.74700 1.11 -0.92 1.74 -0.643
O 23.04700 18.43600 15.00100 3.01 -2.60 -1.98 -0.205
C 22.38300 19.44500 15.64100 -3.60 -0.86 0.80 -0.256
C 20.89700 19.11300 15.28000 0.64 -0.44 1.43 -1.192
C 24.95800 16.60700 14.49200 0.83 -2.26 1.98 -0.531
H 22.36300 20.45000 15.25000 1.82 0.50 -0.01 0.231
H 22.53000 19.27700 16.71800 -0.04 0.98 -0.18 0.399
H 20.49700 18.23100 15.77000 0.06 -0.04 0.42 0.381
H 20.71000 18.93800 14.25500 0.44 -0.02 -1.39 0.132
H 20.34100 19.97600 15.52500 -1.04 0.87 0.55 0.447
H 24.45800 16.57500 13.49600 0.21 -0.08 0.81 0.105
H 24.66400 15.66900 15.32700 0.76 2.88 -2.79 0.235
H 26.10200 16.63400 14.33800 -1.82 -0.22 0.24 0.355
O 24.56300 10.21100 15.53900 1.47 0.84 -0.89 -0.672
S 24.50000 10.90600 14.27000 -4.66 -3.28 0.98 1.144
O 25.08000 10.36800 13.07800 0.33 0.29 0.30 -0.564
O 22.79000 10.93500 14.10000 1.44 0.45 -0.06 -0.251
C 22.07000 9.70100 13.97900 -1.78 -0.97 4.45 -0.480
C 20.50900 9.93900 14.09200 0.32 -1.00 -4.02 -0.871
C 24.77400 12.57900 14.40000 0.79 -1.41 -6.76 -1.555
H 22.34700 8.76200 14.64700 -0.04 2.53 -0.14 0.297
H 22.28100 9.27800 13.11500 0.79 -1.46 -4.66 0.467
H 20.19400 10.54800 13.16000 0.53 -1.01 1.12 0.088
H 20.24700 10.60300 14.84300 -0.47 0.65 2.06 0.358
H 19.85900 8.96100 14.01000 1.58 1.87 0.60 0.300
H 24.02400 13.09400 14.71100 -5.56 2.54 2.10 0.658
H 24.94800 13.02700 13.37500 0.58 -0.67 1.16 0.364
H 25.42600 12.70400 15.10400 4.75 0.76 3.59 0.733
O 19.36900 10.74600 8.32000 -0.64 2.31 -1.50 -0.689
S 19.68000 12.01500 7.63000 -0.09 -2.83 7.04 1.117
O 18.87400 13.17600 7.62100 -1.44 0.54 -0.55 -0.638
O 20.98400 12.53800 8.55200 -0.23 -0.34 -7.22 -0.135
C 20.92700 12.46600 9.84900 -3.63 0.59 5.28 -0.493
C 22.17100 12.85100 10.41200 -1.66 3.49 0.27 -2.469
C 20.22600 11.63000 6.13400 3.46 1.47 -1.66 -0.497
H 20.69500 11.54400 10.33700 -0.50 -1.51 -0.74 0.440
H 20.10600 13.14100 10.35100 1.01 -0.64 -1.25 0.139
H 22.32400 13.88000 10.40500 1.19 2.01 -1.51 0.568
H 22.93000 12.25800 10.30600 4.63 -3.16 -1.53 0.910
H 22.03500 12.86600 11.39900 -0.85 -0.77 4.59 0.877
H 20.62800 12.60000 5.80400 0.23 -0.29 -0.43 0.079
H 19.48000 11.38200 5.44500 -1.36 -0.66 -0.59 0.489
H 21.04500 10.92600 6.23200 -0.11 -0.34 -0.18 0.165
C 28.74700 15.94600 10.18700 -4.76 2.64 -3.91 0.246
C 29.50800 17.23900 10.24200 -0.03 4.69 1.23 -0.209
O 30.88800 16.83500 10.26400 -1.40 0.61 -0.58 -0.330
C 30.81600 15.53900 10.51600 7.62 -1.36 1.19 0.550
O 31.82100 14.89600 10.78900 -1.45 0.79 -0.41 -0.631
O 29.66300 15.05200 10.48700 -1.67 -4.57 0.78 -0.110
H 28.12400 15.75300 9.21800 2.08 0.08 0.48 0.131
H 27.84800 15.89000 10.74000 -0.40 0.13 2.02 -0.145
H 29.34900 17.78200 11.29000 0.05 -0.99 -2.12 0.181
H 29.40100 18.08700 9.43300 -0.15 -2.08 1.39 0.261
C 22.12900 15.23200 7.05000 -0.54 1.45 0.23 0.867
C 20.80600 15.89400 7.03700 -1.95 -0.72 -0.98 -0.211
O 20.61400 15.90400 5.59500 -3.79 0.86 -0.63 -0.385
C 21.69500 15.72000 4.89500 2.51 0.92 -2.62 0.719
O 21.95900 15.87500 3.68700 -1.85 -0.61 3.39 -0.649
O 22.65300 15.40600 5.75800 2.27 0.24 0.02 -0.391
H 22.08500 14.21100 7.14900 -0.30 -2.31 1.12 -0.463
H 22.55900 15.74900 7.84700 2.48 0.18 1.00 0.202
H 20.60200 16.87700 7.46400 1.13 0.50 -0.53 0.174
H 20.02400 15.33800 7.57900 0.17 -0.52 -0.87 0.213
C 21.48600 18.97800 11.35300 2.68 -0.94 -3.86 0.037
C 22.96800 19.12600 11.83500 -0.06 -0.02 -4.17 0.688
O 22.98800 20.46300 12.19300 -0.75 2.70 0.77 -0.365
C 21.80800 21.09100 11.89700 1.26 4.51 -0.98 0.677
O 21.56600 22.30000 12.02500 0.96 -3.25 0.67 -0.629
O 21.03600 20.33300 11.16300 -0.21 -1.60 -0.25 -0.359
H 20.76000 18.59200 11.94900 -1.55 -1.82 2.03 0.406
H 21.56600 18.38600 10.33900 -0.69 1.34 1.89 -0.169
H 23.73100 18.84400 10.96700 -1.72 1.10 1.33 0.170
H 23.40400 18.64500 12.61500 0.14 -2.08 2.48 -0.508
C 25.35400 12.01900 7.08500 -1.46 -0.19 0.08 0.048
C 24.34200 12.19700 5.91200 4.81 -0.01 -1.31 -0.240
O 23.40100 11.12700 6.02100 -0.14 4.87 -3.51 -0.210
C 23.87300 10.35800 6.86300 -3.17 -9.02 5.84 0.703
O 23.13100 9.33300 7.20000 3.97 3.95 -1.11 -0.704
O 25.02900 10.69200 7.43200 -0.66 -1.57 0.54 -0.311
H 25.11100 12.69400 7.88200 0.00 0.30 0.75 -0.157
H 26.41500 12.00600 6.92800 0.37 0.51 -0.73 0.435
H 25.12100 12.06600 5.07300 -2.30 0.20 0.14 0.291
H 23.98200 13.17100 6.00900 -1.36 1.24 -0.59 0.155
C 27.87600 11.50100 11.58700 0.07 5.03 -2.47 -0.322
C 26.98100 11.87700 10.30000 -0.20 -4.82 2.32 0.004
O 27.90500 12.37300 9.37800 -3.35 0.57 -0.93 -0.258
C 29.09900 12.08100 9.74400 4.91 0.82 -2.77 0.655
O 30.07500 12.30900 9.03200 -1.71 -0.55 1.29 -0.662
O 29.18300 11.54500 10.91700 -0.57 -1.97 3.21 -0.356
H 27.47600 10.67500 12.03400 0.13 -2.96 0.71 0.487
H 27.87500 12.28100 12.38100 0.20 -0.17 -0.67 0.153
H 26.14800 12.48300 10.50000 -0.73 1.36 -0.04 0.170
H 26.52400 10.75900 10.10400 1.12 2.74 -0.76 0.170
```
Positions in Å, forces in eV/Å.

Results
* LUMO: 1.56 eV
* total charge: -1
* calculated total energy: -4221.261086 a.u.
* ΔE to the lowest compared entry with this formula, charge and spin: 150.3 kJ/mol

---

[2]
Molecular formula: C24H45CrN7O2SSb
Method: DFT, ωB97M-V/def2-TZVPD

```
81
Properties=species:S:1:pos:R:3:forces:R:3:mulliken_spin:R:1
Cr 0.55270 -0.34250 0.16230 0.37 -0.22 0.35 3.342
C 1.75790 0.26690 1.95730 0.11 0.20 0.45 -0.048
C 1.02180 -0.88440 2.29920 0.14 -0.06 0.28 -0.061
C -0.35040 -0.55570 2.25950 -0.11 -0.05 0.09 -0.037
C -0.46090 0.80810 1.91730 0.11 0.16 0.18 0.036
C 0.83150 1.32150 1.71110 0.05 0.09 0.26 -0.028
H 2.81940 0.39900 2.10640 -0.03 -0.17 -0.42 -0.004
H 1.43440 -1.83740 2.60090 -0.04 0.02 -0.24 0.000
H -1.17190 -1.19100 2.55210 0.01 -0.11 -0.28 0.004
H -1.37470 1.37750 1.92950 -0.08 -0.09 -0.29 0.004
H 1.08400 2.36580 1.59410 -0.01 -0.12 -0.32 -0.007
N -1.45850 1.83070 -0.91580 -0.13 0.18 -0.10 0.030
N -2.00170 1.08510 -1.98650 -0.37 -0.05 0.01 0.033
C -1.79820 -0.27690 -1.95300 0.31 -0.14 -0.34 0.121
N -2.58640 -1.06700 -2.71400 0.28 0.23 0.25 0.069
N -0.77800 -0.74520 -1.25530 -1.15 1.83 -0.51 -0.119
N -0.47840 -2.03980 -1.23120 -1.21 -1.48 -0.50 0.409
O 0.56780 -2.22910 -0.46830 1.22 0.25 1.27 0.071
O -0.91260 -2.92010 -2.00780 0.00 -0.52 -0.40 0.291
H -2.11230 1.83180 -0.12970 -0.01 -0.18 -0.16 0.006
H -1.33610 2.79060 -1.23380 0.05 -0.28 0.00 0.000
H -2.95530 1.33210 -2.25020 0.24 -0.12 0.19 0.006
H -3.17580 -0.67570 -3.42570 0.02 0.13 0.01 0.003
H -2.27770 -2.04000 -2.76480 -0.08 0.17 -0.04 -0.001
C -7.98780 -2.43110 -0.45740 0.05 -0.07 0.00 0.000
C -7.16440 -1.22770 -0.17230 -0.12 0.34 -0.01 0.000
C -7.66980 0.04360 -0.11110 0.18 -0.06 0.08 0.002
C -6.78480 1.11560 0.15260 -0.22 -0.58 -0.20 0.000
N -5.49400 0.92230 0.29920 -0.16 0.69 0.08 0.001
C -4.99370 -0.31420 0.27400 0.25 -0.84 -0.02 0.002
S -3.38880 -0.63410 0.53290 0.40 -0.13 0.34 0.005
N -5.83770 -1.39010 0.02970 -0.24 0.50 0.02 0.002
C -7.30100 2.50600 0.26030 -0.07 0.02 0.01 0.000
H -9.03630 -2.15630 -0.53230 0.01 -0.07 0.00 0.000
H -7.86270 -3.16940 0.33440 -0.05 -0.06 0.01 0.000
H -7.66890 -2.88260 -1.39780 -0.04 -0.05 -0.01 0.000
H -8.72080 0.22400 -0.25260 -0.13 -0.05 -0.02 0.000
H -5.41500 -2.31310 0.02840 -0.02 0.21 0.00 0.000
H -8.38630 2.51320 0.23770 -0.06 0.12 0.00 0.000
H -6.91850 3.10510 -0.56390 0.02 0.06 -0.05 0.000
H -6.94860 2.95320 1.18680 0.03 0.05 0.04 0.000
C 2.20130 -3.00960 -3.14290 -0.04 0.11 0.36 0.013
C 2.20260 -1.58090 -3.66440 -0.04 0.32 0.49 0.009
C 0.87160 -1.24620 -4.32420 -0.02 0.20 0.20 0.013
C 3.32820 -1.41310 -4.67260 0.03 0.27 0.24 0.000
Sb 2.42940 -0.16630 -1.84440 0.91 0.33 -0.51 -0.171
C 2.60300 1.94680 -2.65370 -0.11 -0.60 0.25 -0.017
C 1.24220 2.30460 -3.23330 0.07 -0.26 0.08 -0.005
C 2.88740 2.87210 -1.48060 0.02 -0.23 0.05 -0.002
C 3.68580 2.06020 -3.70650 -0.06 -0.15 0.04 0.000
C 4.39580 -0.68310 -0.83320 -0.45 0.09 -0.31 -0.017
C 4.07560 -1.88690 0.04220 -0.27 0.02 -0.15 0.020
C 4.83710 0.50460 0.01260 -0.23 0.06 -0.15 0.003
C 5.50570 -1.03770 -1.80550 -0.17 0.00 -0.08 -0.007
H 2.02170 -3.69370 -3.97320 0.04 -0.01 -0.17 -0.001
H 1.42060 -3.18680 -2.40920 0.05 -0.05 0.01 0.001
H 3.16210 -3.26870 -2.70150 0.10 -0.07 0.03 -0.001
H 0.59680 -2.04580 -5.01260 0.03 -0.10 -0.11 0.001
H 0.93830 -0.32020 -4.89280 -0.04 0.05 -0.06 0.000
H 0.06510 -1.15280 -3.60150 -0.05 -0.04 -0.07 0.004
H 3.19780 -2.16200 -5.45470 -0.04 -0.11 -0.08 -0.001
H 4.30670 -1.56600 -4.22530 0.08 0.00 -0.06 0.000
H 3.30200 -0.43710 -5.14940 0.08 0.05 -0.05 0.000
H 0.48270 2.24990 -2.45620 -0.15 -0.01 -0.03 0.015
H 0.96380 1.64150 -4.04870 -0.12 -0.01 -0.07 0.001
H 1.26920 3.32340 -3.62290 0.01 0.13 -0.03 0.000
H 2.20960 2.67010 -0.64700 0.04 0.09 0.06 0.012
H 2.73770 3.90410 -1.79680 -0.05 0.17 -0.05 0.000
H 3.91450 2.78330 -1.14170 0.06 0.01 0.14 0.001
H 3.40230 1.52770 -4.60950 0.09 -0.04 -0.12 0.000
H 4.63400 1.67080 -3.34470 0.18 0.00 -0.06 0.000
H 3.82860 3.10670 -3.97440 0.03 0.18 -0.03 -0.001
H 3.24850 -1.68300 0.72020 0.00 -0.04 0.12 -0.002
H 4.94750 -2.16540 0.63320 0.15 0.01 0.08 0.001
H 3.79630 -2.74480 -0.56490 -0.06 -0.14 0.00 -0.001
H 3.99570 1.01050 0.48250 0.07 0.08 0.09 0.000
H 5.37750 1.22430 -0.59690 0.00 0.16 -0.03 0.000
H 5.51760 0.17020 0.79560 0.08 -0.09 0.10 -0.001
H 5.27980 -1.94570 -2.35810 0.03 -0.08 -0.10 0.000
H 6.41990 -1.21470 -1.23940 0.16 -0.06 0.09 -0.001
H 5.70590 -0.22840 -2.50340 0.05 0.03 -0.14 0.001
```
Positions in Å, forces in eV/Å.

Results
* LUMO (spin up / spin down): -2.89 / -2.32 eV
* 2S+1: 5
* total charge: +1
* calculated total energy: -3157.834420 a.u.
* expectation value of S²: 6.1001
* ΔE to the lowest compared entry with this formula, charge and spin: 36.2 kJ/mol

---

[3]
Molecular formula: C24H45GaIP2
Method: DFT, ωB97M-V/def2-TZVPD

```
73
Properties=species:S:1:pos:R:3:forces:R:3:mulliken_charge:R:1
Ga 0.33603 0.35054 0.39206 0.16 0.92 0.70 0.546
C -1.32166 2.90018 -1.38289 -2.04 -4.56 0.11 0.742
C -0.08280 3.56295 -1.63352 3.26 -0.06 0.41 0.446
C 0.21583 1.32130 -2.06456 1.60 1.61 -0.46 0.898
C -1.15904 1.52597 -1.70573 -2.07 2.91 1.13 -0.335
C 0.89139 2.57935 -1.91664 -0.69 -0.81 0.31 0.918
C -2.51090 3.54605 -0.80330 -0.50 0.38 -0.01 -1.889
H -2.23286 4.20706 0.03579 -0.12 -0.28 -0.33 0.359
H -3.22863 2.80287 -0.43903 0.16 0.23 -0.10 0.397
H -3.00955 4.16347 -1.56572 -0.03 -0.03 0.21 0.361
C -2.19418 0.46994 -1.69338 -0.50 -0.34 -0.13 -0.951
H -3.15759 0.86957 -1.35745 0.23 -0.24 -0.06 0.313
H -1.94490 -0.38978 -1.04852 -0.17 0.26 -0.23 0.107
H -2.33647 0.06852 -2.70594 -0.06 0.01 0.16 0.285
C 0.78913 0.08524 -2.64928 0.27 -0.15 -0.01 -1.122
H 0.52778 0.01883 -3.71883 -0.01 0.11 0.20 0.364
H 0.41267 -0.83154 -2.16899 0.11 0.34 -0.35 0.336
H 1.88625 0.08326 -2.58050 -0.40 -0.06 -0.03 0.372
C 2.35293 2.70952 -1.79689 0.83 0.19 -0.49 -1.559
H 2.62339 3.75146 -1.58641 0.14 -0.33 -0.14 0.375
H 2.83909 2.37748 -2.72370 0.21 0.23 0.26 0.379
H 2.74053 2.09374 -0.96358 -0.14 0.27 -0.31 0.141
C 0.10370 5.03135 -1.62471 -0.03 -0.08 0.08 -1.536
H -0.08143 5.43075 -2.63520 -0.03 -0.12 0.15 0.346
H 1.12577 5.30057 -1.35154 -0.14 -0.01 -0.04 0.384
H -0.60886 5.50859 -0.94223 0.19 -0.06 -0.19 0.357
C 0.06089 -0.15239 3.59330 -0.40 0.38 -0.11 -0.615
C -0.09163 1.06917 4.12396 -0.43 -0.39 -0.07 -0.709
C 0.85976 1.74987 5.05688 -0.06 0.10 0.26 -0.855
C 2.37146 1.76847 4.68896 0.35 0.27 0.54 -0.498
C 2.80986 1.57039 3.27559 0.53 -0.66 -0.63 -0.697
C 2.83064 0.41097 2.58928 0.29 0.97 0.03 -0.477
C 2.46749 -0.95187 3.05964 -0.39 -0.77 0.08 -0.732
C 1.17132 -1.08987 3.91693 0.54 -0.67 -0.06 -0.741
H 0.78190 1.27032 6.04939 -0.08 0.27 -0.28 0.330
H 2.88340 1.03801 5.33434 -0.02 0.22 -0.21 0.359
H 0.52765 2.79147 5.17579 0.03 -0.36 0.03 0.364
H 1.44885 -1.05481 4.98084 -0.23 0.20 -0.24 0.344
H -0.71565 -0.54153 2.91653 0.07 0.16 0.41 0.931
H -1.01554 1.62438 3.94268 0.29 -0.26 -0.19 0.541
H 0.77582 -2.10062 3.73249 0.28 0.16 0.27 0.411
H 2.34279 -1.58669 2.16292 0.14 0.12 0.35 0.139
H 3.20705 0.44571 1.56231 0.14 0.11 0.21 0.743
H 3.30850 -1.38353 3.63563 -0.29 0.09 -0.28 0.356
H 2.72855 2.77452 4.96078 0.03 -0.50 0.25 0.316
H 3.26423 2.45304 2.80173 -0.41 -0.49 0.06 0.528
P -4.72156 -1.80020 -0.02965 -0.47 -0.31 0.14 0.532
C -6.35101 -1.63044 -0.88524 0.17 0.15 -0.07 -1.207
H -7.14406 -2.15031 -0.33144 0.16 0.10 -0.15 0.356
H -6.27057 -2.05555 -1.89410 -0.10 0.16 0.20 0.361
H -6.60117 -0.56420 -0.96442 -0.05 -0.28 -0.06 0.323
C -4.68661 -3.64073 0.08130 0.17 0.06 -0.05 -1.204
H -5.62007 -4.02159 0.51583 0.21 0.02 -0.11 0.340
H -3.83998 -3.93884 0.71277 -0.20 -0.07 -0.16 0.336
H -4.54740 -4.06177 -0.92311 -0.02 0.01 0.28 0.356
C -5.29782 -1.45646 1.68810 0.16 0.12 -0.04 -1.166
H -6.18643 -2.05537 1.92649 0.18 0.16 0.01 0.375
H -5.53645 -0.38857 1.77693 0.03 -0.25 0.11 0.328
H -4.48990 -1.70280 2.38943 -0.24 0.11 -0.06 0.325
P 2.84933 -2.70137 -2.78531 0.53 -0.49 -0.30 0.576
C 4.36416 -2.03985 -3.60929 -0.10 0.17 0.09 -1.217
H 5.02974 -2.86299 -3.90207 -0.10 0.23 0.03 0.409
H 4.89043 -1.37253 -2.91417 -0.03 -0.12 -0.24 0.334
H 4.07184 -1.47001 -4.50162 0.17 -0.10 0.20 0.334
C 3.68507 -3.85635 -1.61895 -0.15 0.08 0.13 -1.196
H 4.37492 -4.51995 -2.15649 -0.12 0.12 0.17 0.373
H 2.91860 -4.45513 -1.10967 0.28 0.07 -0.02 0.346
H 4.24183 -3.27283 -0.87391 -0.12 -0.23 -0.09 0.340
C 2.40021 -3.92800 -4.09047 -0.25 0.07 0.11 -1.285
H 3.22327 -4.63479 -4.26128 -0.20 0.16 -0.01 0.381
H 2.17730 -3.39433 -5.02349 -0.02 -0.20 0.18 0.365
H 1.50592 -4.47750 -3.76758 0.21 0.06 -0.22 0.348
I 0.56748 2.81025 1.62214 -0.73 0.91 -1.35 -0.237
```
Positions in Å, forces in eV/Å.

Results
* LUMO (spin up / spin down): -6.15 / -6.17 eV
* total charge: +1
* calculated total energy: -3846.302216 a.u.
* ΔE to the lowest compared entry with this formula, charge and spin: 0.0 kJ/mol